ORCA calculation (ωB97M-V/def2-TZVPD) on a single C3H3NS molecule in a non-equilibrium geometry.

As for the net charge: 0. The value obtained for the energy above the lowest of the compared OMol25 structures with the same formula, charge and spin is 212.5 kJ/mol. As for the SMILES: S=C1C=NC1. For the frontier orbital gap (alpha / beta), the calculation gives 8.292 / 8.291 eV. The calculation puts the largest force on an atom at 0.0766 Eh/bohr.

Positions of all 8 atoms, in Å:
S (2.392, 0.146, 0.236)
C (0.785, 0.030, -0.164)
C (-0.147, -1.188, -0.101)
N (-1.134, -0.583, 0.427)
C (-0.413, 0.950, -0.059)
H (-0.055, -2.322, -0.267)
H (-0.401, 1.729, 0.841)
H (-1.028, 1.237, -0.913)

---

ORCA calculation (ωB97M-V/def2-TZVPD) on a single C3H3NS2 molecule in a non-equilibrium geometry.

As for the net charge: 0. The value obtained for the energy above the lowest of the compared OMol25 structures with the same formula, charge and spin is 511.8 kJ/mol. For the frontier orbital gap, the calculation gives 7.301 eV. The calculation puts the largest force on an atom at 0.0896 Eh/bohr.

Positions of all 9 atoms, in Å:
C (1.202, -0.134, -0.021)
C (-1.144, 1.532, -0.613)
C (-0.696, -1.613, 0.314)
N (0.352, -0.933, 0.158)
S (-2.226, 0.966, 0.426)
S (-2.309, -1.193, -0.347)
H (2.005, -0.219, -0.881)
H (-0.572, 2.475, -0.607)
H (-0.904, -2.496, 1.018)

---

ORCA calculation (ωB97M-V/def2-TZVPD) on 2 unconnected molecules or ions with the total composition C3H3NS2 in a non-equilibrium geometry.

As for the net charge: 0. The value obtained for the energy above the lowest of the compared OMol25 structures with the same formula, charge and spin is 368.5 kJ/mol. For the frontier orbital gap (alpha / beta), the calculation gives 6.149 / 8.270 eV. The calculation puts the largest force on an atom at 0.1050 Eh/bohr.

Positions of all 9 atoms, in Å:
C (0.559, 0.648, -0.537)
C (1.131, 1.839, -0.743)
C (-2.121, -0.382, -0.462)
N (0.208, -0.474, -0.534)
S (-2.885, -1.676, -0.863)
S (-2.209, 0.902, 0.590)
H (1.370, 2.551, -0.082)
H (1.642, 2.059, -1.816)
H (-3.486, 0.704, 1.018)

---

ORCA calculation (ωB97M-V/def2-TZVPD) on a single C3H3NS2 molecule in a non-equilibrium geometry.

As for the net charge: 0. The value obtained for the energy above the lowest of the compared OMol25 structures with the same formula, charge and spin is 85.6 kJ/mol. As for the SMILES: N#C[C@@H](S)C=S. For the frontier orbital gap, the calculation gives 8.435 eV. The calculation puts the largest force on an atom at 0.0330 Eh/bohr.

Positions of all 9 atoms, in Å:
N (0.443, 2.400, -0.019)
C (0.045, 1.345, 0.211)
C (-0.391, -0.051, 0.383)
S (-1.630, -0.434, -0.993)
C (0.861, -0.913, 0.318)
S (0.968, -2.489, 0.470)
H (-0.932, -0.135, 1.332)
H (-1.023, 0.464, -1.895)
H (1.658, -0.187, 0.192)

---

ORCA calculation (ωB97M-V/def2-TZVPD) on a molecular structure, C3H3NS2 in a non-equilibrium geometry.

As for the net charge: 0. The value obtained for the energy above the lowest of the compared OMol25 structures with the same formula, charge and spin is 401.6 kJ/mol. For the frontier orbital gap (alpha / beta), the calculation gives 6.773 / 5.530 eV. The calculation puts the largest force on an atom at 0.1371 Eh/bohr.

Positions of all 9 atoms, in Å:
C (-1.267, 1.481, 0.045)
C (-1.202, 0.162, -0.054)
C (1.607, -0.669, 0.007)
N (-1.473, 2.644, 0.049)
S (-3.345, -0.680, 0.040)
S (-0.233, -1.191, 0.029)
H (2.147, -1.442, -0.705)
H (2.055, -0.665, 0.916)
H (1.711, 0.361, -0.327)

---

ORCA calculation (ωB97M-V/def2-TZVPD) on a molecular structure, C3H3NdO in a non-equilibrium geometry.

As for the net charge: +1. The spin multiplicity is 5. For the frontier orbital gap (alpha / beta), the calculation gives 4.170 / 4.568 eV. The calculation puts the largest force on an atom at 0.0599 Eh/bohr.

Positions of all 8 atoms, in Å:
C (-1.116, 0.734, -0.585)
C (-1.384, 0.168, 0.509)
H (-1.336, 1.362, -1.438)
H (-2.114, -0.132, 1.251)
C (0.522, -0.387, 0.016)
O (1.612, 0.339, -0.026)
Nd (3.501, -0.930, 1.038)
H (0.314, -1.154, -0.765)

---

ORCA calculation (ωB97M-V/def2-TZVPD) on 2 unconnected molecules or ions with the total composition C3H3O2P in a non-equilibrium geometry.

As for the net charge: 0. The value obtained for the energy above the lowest of the compared OMol25 structures with the same formula, charge and spin is 262.5 kJ/mol. As for the SMILES: C#CP=O.C=O. For the frontier orbital gap, the calculation gives 9.173 eV. The calculation puts the largest force on an atom at 0.0539 Eh/bohr.

Positions of all 9 atoms, in Å:
C (-1.426, 0.866, 1.882)
C (-0.236, 0.692, 1.729)
P (1.436, 0.058, 1.111)
O (1.314, -1.327, 0.692)
H (-2.469, 0.979, 1.970)
C (0.326, -0.358, -1.834)
O (0.506, 0.796, -1.488)
H (-0.521, -0.637, -2.393)
H (1.070, -1.069, -1.669)

---

ORCA calculation (ωB97M-V/def2-TZVPD) on 2 unconnected molecules or ions with the total composition C3H3O3 in a non-equilibrium geometry.

As for the net charge: -1. The value obtained for the energy above the lowest of the compared OMol25 structures with the same formula, charge and spin is 267.0 kJ/mol. For the frontier orbital gap (alpha / beta), the calculation gives 4.679 / 4.679 eV. The calculation puts the largest force on an atom at 0.0728 Eh/bohr.

Positions of all 9 atoms, in Å:
C (-0.683, -1.406, 0.214)
C (-3.949, 0.453, 0.112)
C (-0.689, -0.739, -1.143)
O (-3.471, 1.304, 0.741)
O (0.050, -2.458, 0.237)
O (-4.426, -0.339, -0.559)
H (-0.152, -1.240, -2.148)
H (-0.211, 0.332, -1.088)
H (-1.753, -0.804, -1.378)

---

ORCA calculation (ωB97M-V/def2-TZVPD) on a molecular structure, C3H3O3Sm in a non-equilibrium geometry.

As for the net charge: +2. The value obtained for the energy above the lowest of the compared OMol25 structures with the same formula, charge and spin is 23.9 kJ/mol. The spin multiplicity is 8. For the frontier orbital gap (alpha / beta), the calculation gives 8.075 / 7.808 eV. The calculation puts the largest force on an atom at 0.0431 Eh/bohr.

Positions of all 10 atoms, in Å:
O (-0.188, -0.481, -0.833)
Sm (2.837, 2.916, -2.371)
O (1.156, 1.232, -1.367)
C (0.136, 0.991, -0.703)
O (-0.566, 1.623, 0.024)
C (-0.269, -1.275, 0.164)
H (-1.736, -0.221, 1.415)
H (0.402, -2.136, 0.102)
C (-0.990, -1.012, 1.351)
H (-0.782, -1.637, 2.218)

---

ORCA calculation (ωB97M-V/def2-TZVPD) on a molecular structure, C3H3O3Y in a non-equilibrium geometry.

As for the net charge: +1. The value obtained for the energy above the lowest of the compared OMol25 structures with the same formula, charge and spin is 142.5 kJ/mol. The spin multiplicity is 2. For the frontier orbital gap (alpha / beta), the calculation gives 6.672 / 6.835 eV. The calculation puts the largest force on an atom at 0.1010 Eh/bohr.

Positions of all 10 atoms, in Å:
C (1.097, -0.460, -0.326)
C (-1.222, -0.413, 0.077)
O (-0.142, -0.802, -0.699)
O (1.335, 0.759, -0.131)
C (-1.800, 0.785, -0.127)
H (-1.747, -1.242, 0.556)
H (-1.951, 0.834, 1.057)
H (-1.247, 1.622, -0.561)
O (1.977, -1.341, -0.154)
Y (3.701, 0.259, 0.308)